{
  "formula": "C45H48N3O2SrTe",
  "method": "wB97M-V/def2-TZVPD",
  "total_charge": 0,
  "s_squared": 0.777,
  "e_tot_ev": -64135.655,
  "orbital_gap_ev": [5.26, 6.37],
  "e_homo_ha": [-0.2013, -0.2424],
  "spin_multiplicity": 2,
  "symbols": ["H", "H", "N", "H", "C", "H", "C", "C", "H", "H", "H", "C", "C", "H", "H", "Sr", "H", "C", "C", "C", "N", "H", "C", "C", "H", "N", "C", "C", "C", "H", "C", "H", "H", "C", "C", "O", "C", "C", "H", "C", "C", "H", "C", "H", "H", "H", "H", "C", "C", "H", "C", "H", "H", "C", "H", "H", "H", "C", "H", "C", "H", "C", "H", "C", "H", "O", "C", "C", "C", "Te", "H", "H", "C", "H", "H", "H", "C", "C", "H", "C", "H", "C", "C", "H", "C", "H", "H", "C", "H", "C", "C", "C", "H", "C", "H", "H", "C", "H", "H", "H"],
  "xyz": [[1.081, -3.611, 2.489], [3.630, -1.144, -1.664], [-0.342, 2.607, 0.583], [3.722, -3.325, 1.672], [0.757, -0.798, -7.360], [-3.164, 0.475, 2.787], [-0.001, 3.666, -1.879], [1.274, 4.885, 3.019], [-3.720, 0.060, 1.171], [-0.160, 7.031, -1.250], [3.430, 0.556, -0.175], [-4.567, -0.610, -1.734], [1.082, -2.150, -7.489], [0.613, -3.868, 0.812], [-5.294, -3.836, 3.735], [0.587, 0.839, -1.661], [1.674, 4.863, 4.025], [-4.242, 0.712, -1.460], [0.343, -0.273, -6.155], [-2.043, -4.119, 2.725], [0.091, -1.274, -2.448], [0.813, 2.785, 3.001], [-3.494, -2.229, 2.683], [0.297, -4.026, 1.847], [-0.584, 7.120, -3.620], [-1.970, 0.075, -1.218], [2.213, -0.139, 4.763], [-3.557, -1.556, -1.840], [0.262, 3.731, 1.159], [1.936, 0.387, 5.671], [0.563, -2.469, -5.156], [0.460, -3.148, -4.317], [4.113, -0.911, 6.698], [-2.864, 0.007, 1.848], [-1.031, -3.375, 2.123], [-0.786, 0.609, -3.670], [-2.243, -1.165, -1.622], [-3.285, -3.563, 3.009], [-4.456, -1.774, 2.896], [1.223, 6.068, 2.306], [4.490, -0.495, 5.762], [-0.659, 5.017, -4.961], [-0.209, -0.526, -3.776], [0.087, 0.775, -6.074], [-0.825, -0.437, 4.137], [4.168, -1.910, 0.742], [-4.062, -4.669, 4.682], [3.345, -2.375, 1.291], [-0.452, 4.991, -3.896], [0.244, -5.098, 2.030], [-0.088, 0.350, 3.960], [1.210, -4.030, -6.456], [4.788, -1.821, 3.405], [-1.076, -2.077, -2.065], [2.534, -2.582, 0.594], [-4.987, 1.495, -1.458], [-2.607, 2.040, -1.033], [0.797, 3.717, 2.440], [-0.263, 2.882, -3.869], [3.491, -0.670, 4.652], [-0.082, 1.014, 4.824], [2.900, -1.511, 2.446], [4.694, 0.563, 5.936], [1.637, -0.911, 2.560], [0.820, 6.994, 0.450], [2.568, 0.242, -0.479], [0.762, 6.062, 0.992], [0.977, -2.975, -6.373], [-2.506, -1.435, 2.096], [0.313, -0.950, 0.913], [-5.594, -0.896, -1.922], [1.590, -2.575, -1.666], [1.545, -1.682, -2.288], [-1.857, -5.159, 2.974], [-0.775, -2.808, -1.306], [-4.542, -5.308, 3.117], [-2.914, 1.012, -1.196], [0.013, 4.872, -1.125], [5.433, -0.987, 5.530], [2.723, -0.560, -1.767], [-0.426, 0.924, 3.095], [-4.356, -4.386, 3.669], [3.808, -1.364, 3.496], [-0.362, 2.781, -0.457], [-0.423, 6.156, -3.151], [1.578, 6.992, 2.744], [-1.406, -2.628, -2.950], [0.311, 4.906, 0.360], [1.944, -1.907, -3.278], [-0.229, 3.775, -3.251], [1.274, -0.244, 3.744], [-0.182, 6.093, -1.787], [2.852, 0.155, -2.609], [-1.276, -2.036, 1.821], [0.275, 1.844, 0.827], [0.832, -0.144, -8.220], [0.242, -1.094, -5.004], [1.398, -2.551, -8.442], [-3.786, -2.569, -2.147], [-2.060, 0.607, 1.416]],
  "forces_ev_per_angstrom": [[-0.1, 0.0, -0.1], [-0.1, -0.2, -0.1], [0.4, -0.5, 0.8], [0.0, 0.0, 0.0], [0.0, 0.0, 0.0], [0.0, 0.0, 0.0], [0.2, -0.5, 0.3], [0.0, -0.1, 0.0], [0.0, 0.0, 0.1], [-0.1, 0.0, 0.1], [0.0, -0.1, -0.2], [0.0, 0.1, 0.0], [0.0, 0.0, 0.0], [0.0, 0.0, 0.0], [0.0, 0.0, 0.0], [-1.9, 4.2, 0.1], [0.0, 0.0, 0.0], [0.1, -0.2, 0.0], [-0.1, -0.1, 0.0], [0.2, 0.1, -0.1], [0.9, -0.1, -1.9], [0.0, 0.1, -0.1], [0.0, -0.1, 0.0], [0.0, -0.1, 0.1], [0.0, 0.0, 0.0], [0.9, 0.1, -0.4], [-0.1, 0.0, 0.0], [-0.1, -0.1, 0.0], [-0.2, 1.0, -0.9], [0.0, 0.0, 0.0], [0.1, 0.1, 0.0], [0.0, 0.0, 0.0], [0.0, 0.0, 0.0], [0.1, 0.0, 0.0], [-0.1, -0.4, 0.2], [0.4, -0.3, 0.1], [-0.1, 0.0, -0.3], [0.0, 0.2, 0.0], [0.0, 0.0, 0.0], [0.0, 0.0, -0.1], [0.0, 0.0, 0.0], [0.0, 0.0, 0.0], [0.6, -0.4, 0.3], [0.0, 0.0, 0.1], [0.0, 0.0, 0.0], [0.0, 0.0, 0.0], [0.0, 0.0, 0.0], [0.0, 0.1, -0.1], [0.0, -0.2, 0.0], [0.0, 0.0, 0.0], [-0.1, 0.0, 0.0], [0.0, 0.0, 0.0], [0.0, 0.0, 0.0], [0.5, 0.0, 0.4], [0.1, 0.0, 0.0], [0.0, 0.0, 0.0], [0.1, -0.1, 0.3], [-0.1, 0.0, 0.2], [0.0, -0.1, 0.0], [0.0, 0.0, 0.0], [0.0, 0.0, 0.0], [-0.1, 0.0, 0.2], [0.0, 0.0, 0.0], [0.2, -0.2, -0.1], [0.0, 0.0, -0.1], [0.5, -1.3, -1.4], [0.2, 0.0, 0.1], [0.0, 0.0, 0.0], [-0.1, -0.2, 0.2], [-0.5, -0.6, 1.1], [0.0, 0.0, 0.0], [0.1, 0.2, 0.2], [-0.7, 0.5, 0.6], [0.0, 0.0, 0.0], [-0.2, 0.1, 0.1], [0.0, 0.0, 0.0], [-0.4, -0.2, -0.2], [0.0, 0.3, -0.2], [0.0, 0.0, 0.0], [-0.6, -0.4, 0.1], [0.0, 0.0, 0.0], [-0.1, 0.0, 0.0], [0.0, 0.0, 0.0], [0.1, 0.0, 0.1], [0.0, 0.0, 0.0], [0.0, 0.0, 0.0], [-0.2, -0.1, 0.2], [0.2, -0.2, 0.1], [0.2, 0.0, 0.1], [0.0, 0.4, -0.3], [0.2, 0.1, 0.0], [-0.1, 0.0, 0.1], [0.1, -0.3, 0.4], [0.2, 0.7, -0.3], [-0.4, -0.6, 0.1], [0.0, 0.0, 0.0], [0.0, -0.4, 0.1], [0.0, 0.0, 0.0], [0.0, 0.0, 0.0], [-0.1, -0.1, 0.1]],
  "lowdin_spin": [0.000, 0.000, 0.000, 0.000, -0.002, 0.000, 0.000, 0.000, 0.000, 0.000, 0.000, 0.000, 0.119, 0.000, 0.000, 0.006, 0.000, 0.000, 0.093, 0.000, 0.028, 0.000, 0.000, 0.000, 0.000, 0.000, 0.000, 0.000, 0.000, 0.000, 0.095, 0.006, 0.000, 0.000, 0.000, 0.270, 0.000, 0.000, 0.000, 0.000, 0.000, 0.000, 0.289, 0.006, 0.000, 0.000, 0.000, 0.000, 0.000, 0.000, 0.000, -0.003, 0.000, 0.017, 0.000, 0.000, 0.000, 0.000, 0.001, 0.000, 0.000, 0.000, 0.000, 0.000, 0.000, 0.001, 0.000, -0.003, 0.000, 0.000, 0.000, 0.001, 0.013, 0.000, 0.003, 0.000, 0.000, 0.000, 0.000, 0.003, 0.000, 0.000, 0.000, 0.000, 0.000, 0.000, 0.001, 0.000, 0.004, 0.002, 0.000, 0.000, 0.002, 0.000, 0.000, -0.003, 0.041, 0.008, 0.000, 0.000]
}


{
  "formula": "C28H26FN6O5RuTe",
  "method": "wB97M-V/def2-TZVPD",
  "total_charge": 0,
  "s_squared": 8.806,
  "e_tot_ev": -61223.854,
  "orbital_gap_ev": [3.47, 4.57],
  "e_homo_ha": [-0.1792, -0.2206],
  "spin_multiplicity": 6,
  "symbols": ["H", "N", "C", "H", "H", "C", "C", "C", "H", "C", "H", "N", "H", "C", "H", "N", "C", "C", "H", "C", "C", "O", "Te", "H", "H", "N", "C", "H", "C", "H", "C", "H", "H", "H", "O", "H", "H", "C", "C", "O", "C", "C", "H", "H", "C", "C", "Ru", "H", "H", "H", "O", "C", "H", "H", "C", "C", "C", "C", "H", "F", "C", "N", "H", "C", "C", "C", "O", "N"],
  "xyz": [[1.855, -0.695, -4.296], [0.902, -1.604, -1.915], [-2.111, 1.017, -6.563], [2.667, -4.506, 1.839], [-0.509, -0.610, -3.950], [1.409, 0.969, 6.307], [-1.417, 1.526, 4.024], [0.107, 1.549, 5.746], [-1.184, 1.805, 0.322], [1.099, -2.362, -3.141], [2.396, -2.723, -0.976], [-2.232, 1.340, -4.171], [-3.148, 2.772, 4.222], [-0.138, 0.170, -0.637], [-4.158, 0.611, -6.949], [-0.278, 1.090, 4.557], [3.758, -2.947, 4.699], [2.302, -1.527, 1.596], [4.341, -4.761, 3.604], [0.051, -0.507, -1.886], [-0.627, -0.078, -3.016], [1.687, 1.183, 7.463], [2.547, 2.521, 3.056], [-5.092, 2.226, -5.509], [1.411, -3.364, -2.850], [1.769, -1.854, 3.858], [-1.520, 1.032, -2.965], [-3.667, 3.003, -6.218], [-4.007, 2.212, -5.554], [0.133, -2.478, -3.634], [-1.397, 1.607, -5.338], [-1.240, 2.687, -5.472], [2.192, -2.286, -5.008], [-0.418, 1.153, -5.227], [3.072, -0.665, 1.984], [-2.038, 1.649, -7.445], [-4.058, 1.966, -3.391], [1.845, -2.589, 2.610], [2.813, -2.003, 4.750], [3.370, -1.044, 6.881], [2.813, -0.946, 5.820], [-3.349, 2.271, -4.157], [-1.779, 0.009, -6.804], [4.519, -2.990, 5.464], [0.556, -0.250, 0.509], [-2.226, 2.441, 4.682], [1.497, 0.234, 3.446], [-1.652, 1.134, 3.043], [-3.054, 3.304, -3.953], [-0.069, -2.349, 2.500], [0.297, 0.279, 1.675], [-0.634, 2.461, 6.467], [-3.573, 0.227, -5.419], [-2.430, 3.639, 6.452], [-1.824, 2.917, 5.918], [2.768, -3.782, 2.640], [2.123, -1.729, -4.071], [3.668, -3.910, 3.614], [3.110, -1.720, -3.606], [-2.517, 2.743, -1.663], [1.546, -1.281, 0.343], [-3.566, 0.916, -6.181], [-0.259, 2.785, 7.428], [1.679, -1.928, -0.822], [-1.042, 1.260, -0.600], [-1.692, 1.657, -1.749], [0.548, -3.043, 2.228], [2.052, 0.164, 5.391]],
  "forces_ev_per_angstrom": [[0.0, 0.0, 0.0], [0.0, 0.1, -0.2], [-0.2, 0.0, 0.0], [0.0, 0.1, 0.0], [-0.1, 0.1, 0.0], [-0.2, 0.0, -0.2], [0.0, 0.1, 0.1], [0.5, -0.3, 0.1], [0.0, 0.0, 0.0], [0.0, 0.0, 0.1], [-0.1, 0.0, 0.0], [0.2, 0.0, -0.2], [0.0, 0.0, 0.0], [-0.1, -0.1, -0.3], [0.0, 0.1, 0.0], [-0.5, 0.3, 0.0], [0.3, -0.7, -0.3], [-0.1, 0.2, -0.2], [0.0, 0.0, 0.0], [0.1, 0.0, 0.1], [0.0, -0.1, 0.1], [0.1, 0.0, 0.1], [0.1, 0.4, 0.0], [0.0, 0.0, 0.0], [0.0, 0.0, 0.0], [0.5, 0.2, -0.4], [-0.1, -0.2, 0.0], [0.0, 0.0, 0.0], [0.0, -0.2, -0.1], [0.0, 0.0, 0.0], [0.0, 0.2, 0.0], [0.0, 0.0, 0.0], [0.0, 0.0, 0.0], [0.0, 0.0, 0.1], [0.8, -0.1, -0.6], [0.0, 0.0, 0.0], [0.0, 0.0, 0.0], [-0.2, -0.4, 0.5], [-0.9, 0.6, 0.0], [0.1, -0.1, 0.1], [-0.3, 0.4, -0.2], [0.0, -0.1, 0.0], [0.0, 0.0, 0.0], [0.0, 0.0, 0.0], [-0.1, 0.1, 0.4], [0.0, -0.1, -0.2], [-0.1, -0.9, 0.6], [0.0, 0.0, 0.0], [0.0, 0.0, 0.0], [0.0, 0.0, 0.0], [0.2, -0.3, -0.2], [-0.1, 0.1, 0.1], [-0.1, -0.1, 0.0], [0.0, 0.0, 0.0], [0.0, 0.1, 0.2], [-0.3, 0.3, -0.2], [0.1, 0.0, 0.0], [0.3, 0.0, 0.5], [0.0, 0.0, 0.0], [0.0, 0.0, 0.0], [-0.1, 0.0, 0.3], [0.2, 0.1, 0.1], [0.0, 0.0, 0.0], [0.0, -0.1, -0.2], [0.0, 0.0, 0.0], [0.1, 0.2, 0.0], [0.1, 0.0, 0.0], [-0.1, 0.0, 0.2]],
  "lowdin_spin": [0.001, 0.047, 0.002, 0.001, 0.009, 0.020, 0.016, 0.023, 0.014, 0.003, 0.010, 0.028, 0.000, 0.040, 0.001, 0.088, 0.029, 0.075, 0.000, 0.014, 0.083, 0.023, 1.141, 0.000, 0.001, 0.071, 0.158, 0.000, 0.001, 0.003, 0.011, 0.002, 0.000, 0.001, 0.027, 0.000, 0.000, 0.015, 0.000, 0.004, 0.004, 0.004, 0.001, 0.002, 0.162, 0.003, 2.303, 0.001, 0.001, 0.000, 0.152, 0.003, 0.003, 0.000, 0.007, 0.015, 0.002, 0.006, 0.001, -0.009, 0.011, 0.005, 0.000, 0.121, 0.177, 0.023, 0.003, 0.035]
}


{
  "formula": "C4H8N2O2",
  "method": "wB97M-V/def2-TZVPD",
  "total_charge": -1,
  "s_squared": 0.757,
  "e_tot_ev": -11350.653,
  "orbital_gap_ev": [7.10, 4.93],
  "e_homo_ha": [-0.1204, -0.1200],
  "spin_multiplicity": 2,
  "symbols": ["C", "C", "O", "O", "C", "H", "H", "H", "H", "H", "H", "H", "N", "N", "H", "C"],
  "xyz": [[-0.319, 2.562, -0.974], [0.159, 0.810, 0.539], [1.495, -1.965, 0.739], [0.416, 3.401, -0.399], [-0.651, -0.419, 1.045], [0.490, -3.230, -0.341], [-1.732, -0.354, 1.140], [1.137, 0.482, 0.194], [1.155, -1.727, -1.215], [-0.845, -0.773, -0.951], [0.204, 1.557, 1.323], [-0.682, 2.804, -1.990], [-0.663, 1.368, -0.518], [-0.647, -1.358, -0.137], [-0.178, -1.018, 1.823], [0.660, -2.138, -0.279]],
  "forces_ev_per_angstrom": [[0.6, -0.5, 1.1], [-2.6, 0.7, 1.0], [0.5, -0.2, -0.2], [0.2, 0.2, -0.4], [0.9, -1.7, -2.3], [-0.3, 0.1, -0.6], [0.1, 1.1, 0.7], [0.2, 0.1, 0.2], [-0.3, -0.6, 0.5], [0.1, 0.0, 0.1], [0.7, 0.1, 0.5], [-0.5, 0.1, 0.1], [0.3, -0.3, -1.8], [1.4, -1.4, 0.1], [-0.2, 0.5, 0.4], [-1.1, 1.8, 0.6]],
  "lowdin_spin": [0.000, 0.011, 0.624, 0.000, 0.013, 0.040, 0.002, 0.000, 0.078, 0.004, 0.002, 0.000, 0.000, 0.128, 0.002, 0.097]
}


{
  "formula": "C5H16N4",
  "method": "wB97M-V/def2-TZVPD",
  "total_charge": 0,
  "smiles": "CCC(N)(N)CC(N)N",
  "e_tot_ev": -11402.950,
  "orbital_gap_ev": 8.38,
  "e_homo_ha": -0.2713,
  "spin_multiplicity": 1,
  "symbols": ["H", "C", "C", "H", "H", "N", "N", "H", "N", "C", "H", "C", "H", "H", "N", "H", "H", "C", "H", "H", "H", "H", "H", "H", "H"],
  "xyz": [[-0.173, 1.070, -2.655], [-0.449, 0.226, -2.009], [0.371, -0.509, 0.416], [1.655, -2.040, 0.761], [-0.580, -2.255, 0.089], [-1.891, 0.148, -1.897], [1.511, -1.281, 0.105], [-2.295, 0.532, -2.750], [-0.028, -1.006, -2.603], [0.193, 0.710, -0.401], [1.115, 1.255, -0.593], [0.781, 0.489, 1.955], [0.152, 1.951, 3.450], [-0.016, -1.812, -1.991], [-0.727, -1.350, 0.517], [-1.505, -1.153, 1.155], [2.352, -0.712, 0.111], [-0.062, 1.664, 2.412], [0.150, 2.555, 1.810], [0.956, -0.982, -2.885], [1.836, 0.783, 1.903], [0.727, -0.309, 2.705], [-1.132, 1.451, 2.322], [-2.313, -0.776, -1.847], [-0.627, 1.350, -0.082]],
  "forces_ev_per_angstrom": [[-0.2, -0.3, 0.0], [0.2, 0.3, 2.6], [1.3, 3.9, 3.4], [-0.2, 0.1, 0.1], [-0.5, 0.2, 0.6], [-1.2, 1.4, -0.3], [1.0, -0.4, -0.5], [0.0, 0.0, 0.2], [2.0, -0.6, -0.9], [-1.6, -1.4, -5.1], [0.1, 0.1, 0.2], [-0.4, -2.5, -0.2], [0.0, -0.2, -0.1], [-0.5, 0.3, 0.4], [-1.2, -0.7, 0.6], [0.8, -0.4, -0.8], [-0.2, -0.1, -0.2], [-0.1, 0.2, -0.5], [-0.2, -0.1, 0.0], [-0.3, 0.3, -0.1], [-0.1, -0.2, -0.4], [0.1, 0.0, 0.1], [0.1, 0.1, 0.1], [0.8, 0.0, 0.3], [0.3, -0.1, 0.2]],
  "mulliken_charge": [0.477, -0.047, 0.469, 0.273, 0.245, -0.644, -0.633, 0.238, -0.717, -1.238, 0.457, -0.596, 0.377, 0.282, -0.350, 0.203, 0.255, -1.130, 0.273, 0.284, 0.273, 0.380, 0.304, 0.228, 0.333]
}


{
  "formula": "C6H9NO",
  "method": "wB97M-V/def2-TZVPD",
  "total_charge": 0,
  "smiles": "C#C/C(N)=C(\\C)CO",
  "e_tot_ev": -9902.071,
  "orbital_gap_ev": 9.08,
  "e_homo_ha": -0.3012,
  "spin_multiplicity": 1,
  "symbols": ["H", "C", "H", "H", "C", "H", "N", "H", "H", "H", "C", "C", "H", "O", "H", "C", "C"],
  "xyz": [[0.144, -0.411, 2.477], [0.637, 0.096, 1.645], [1.669, -0.286, 1.669], [0.155, 0.163, -2.875], [1.608, 0.305, -1.000], [0.679, 1.160, 1.912], [-0.408, -0.179, -2.102], [-1.839, 0.731, 1.766], [-1.407, -0.012, -2.188], [-2.106, -0.941, -0.453], [0.136, 0.176, -0.898], [-1.595, -0.694, 0.484], [-1.558, -1.630, 1.041], [-2.402, 0.266, 1.129], [3.689, 0.860, -1.661], [-0.131, -0.183, 0.360], [2.728, 0.579, -1.308]],
  "forces_ev_per_angstrom": [[-0.2, 0.0, 0.0], [0.1, -0.3, -0.2], [-0.3, 0.2, -0.4], [-0.5, 0.0, 0.1], [-1.5, 1.4, -1.0], [0.0, -0.1, -0.2], [-1.2, 0.4, -0.9], [-0.4, -0.2, -0.2], [0.4, 0.0, -0.2], [0.5, 0.2, 0.0], [5.2, -1.6, 1.5], [1.2, 0.0, 0.7], [-0.2, -0.2, 0.3], [-0.3, 0.5, 0.6], [0.2, -0.1, 0.2], [-3.9, -0.1, 0.0], [0.8, 0.1, -0.3]],
  "mulliken_charge": [0.395, -1.538, 0.427, 0.278, -1.094, 0.338, -0.556, 0.368, 0.237, 0.318, 0.283, -0.556, 0.258, -0.499, 0.452, 0.338, 0.549]
}


{
  "formula": "C2H8NOS",
  "method": "wB97M-V/def2-TZVPD",
  "total_charge": -1,
  "e_tot_ev": -16577.457,
  "orbital_gap_ev": 6.90,
  "e_homo_ha": -0.1000,
  "spin_multiplicity": 1,
  "symbols": ["O", "H", "S", "H", "C", "H", "H", "H", "C", "H", "H", "N", "H"],
  "xyz": [[-0.186, -1.577, -0.769], [-0.132, -0.266, 1.677], [-1.643, 1.326, 0.668], [1.631, -0.693, -0.335], [-0.674, 0.600, 2.049], [0.141, 0.569, -2.489], [-1.369, 0.216, 2.804], [-0.864, -0.923, -0.519], [0.939, -0.777, -1.176], [0.040, 1.273, 2.527], [1.424, -1.314, -1.988], [0.608, 0.537, -1.595], [0.083, 1.028, -0.854]],
  "forces_ev_per_angstrom": [[0.1, 0.1, -0.3], [0.3, -0.2, 0.0], [0.1, 0.1, 0.2], [0.1, -0.1, 0.1], [-0.5, -0.3, -0.1], [-0.3, 0.0, 0.2], [0.2, 0.1, 0.1], [-0.1, 0.0, 0.2], [-0.4, -0.1, 0.1], [-0.1, 0.2, -0.1], [0.2, -0.2, -0.1], [0.7, 0.4, 0.1], [-0.2, 0.0, -0.5]],
  "mulliken_charge": [-0.569, 0.161, -0.721, 0.252, -0.674, 0.212, 0.230, 0.259, -0.290, 0.200, 0.311, -0.523, 0.150]
}


Going through the records in order, we get energy relative to the best compared isomer or geometry (same formula, charge and spin) values of 3.582, 0.429, 2.359, 2.586, 3.533, 0.372 eV.